No. 1
Computed, not measured: C11H6Br2N6O5 as an isolated structure, with ωB97M-V with the def2-TZVPD basis set.

Computed properties:
- E_tot (a.u.) = -6275.206373
- E_HOMO (eV) = -8.601
- gap between HOMO and LUMO (eV) = 7.1
- multiplicity = 1
- total charge = 0
- LUMO (eV) = -1.46

Geometry (Å):
O: -3.7380 -0.5746 -4.2204
N: -2.5819 -1.0327 -4.0606
O: -2.1425 -1.9193 -4.8346
C: -1.7224 -0.5413 -2.9633
C: -0.4389 -1.0995 -2.7779
C: 0.4238 -0.5741 -1.7999
N: 1.7762 -1.0438 -1.7262
O: 2.1969 -1.8592 -2.5686
O: 2.5191 -0.5122 -0.8862
C: 0.1301 0.5496 -0.9354
C: -1.2237 0.9902 -1.0497
N: -1.6940 2.1713 -0.5672
O: -2.7525 2.5125 -1.5058
N: -3.0025 1.5022 -2.4289
C: -2.1311 0.5294 -2.0887
H: -0.1240 -1.9430 -3.3856
H: 0.9442 1.3836 -0.8877
Br: -0.8687 -1.9484 4.0918
C: 0.1196 -0.6766 3.0122
C: 1.1834 0.0470 3.6381
N: 1.5017 -0.1199 4.9182
C: 1.8977 0.9484 2.7943
Br: 3.3627 1.9559 3.5807
C: 1.5829 1.0495 1.4457
N: 0.5730 0.3449 0.8964
C: -0.1501 -0.4941 1.6625
H: 2.2694 0.4446 5.2798
H: 0.9432 -0.7798 5.4483
H: 2.1145 1.7039 0.7649
H: -0.9679 -1.0144 1.1538

Force components x, y, z for each atom (eV/Å):
2.5 -0.4 1.1
-1.3 -0.9 -1.7
-0.1 1.6 1.9
1.0 -1.5 -0.2
-2.2 0.7 0.1
0.2 0.2 1.0
1.4 0.0 -1.4
-0.9 0.8 1.3
-0.7 -0.5 -0.4
3.0 0.8 0.4
-2.9 2.7 -0.2
-0.5 -1.1 -3.3
1.1 -2.0 1.5
1.7 -0.3 2.5
0.2 1.7 -1.8
0.0 0.3 0.0
-1.6 -1.4 -0.5
0.4 0.7 -0.7
0.1 0.0 -0.1
-0.3 0.0 -1.0
0.1 0.1 0.1
0.1 -0.1 -0.2
-0.9 -0.5 -0.7
-0.5 -0.3 0.3
-0.6 -0.6 1.0
0.2 0.1 0.3
-0.5 -0.5 0.2
0.5 0.4 0.2
0.1 0.0 0.1
0.3 0.1 0.3

***

No. 2
Computed, not measured: C44H37LuO4P2 as an isolated structure, with ωB97M-V with the def2-TZVPD basis set.

Computed properties:
- E_tot (a.u.) = -3917.522963
- E_HOMO (eV) = -12.991
- gap between HOMO and LUMO (eV) = 5.1
- multiplicity = 1
- total charge = +2
- LUMO (eV) = -7.94

Geometry (Å):
Lu: 0.9721 0.0470 -0.9950
P: -0.3749 2.4865 -0.6468
C: -1.0284 0.0786 0.2596
O: -1.9093 0.0624 1.0193
P: -0.4643 -2.3724 -0.5913
C: -0.4078 3.4267 0.9109
C: -1.8763 3.0921 -1.4795
C: 1.0378 3.2019 -1.6038
C: 1.0914 -3.3199 -0.8856
C: -1.0911 -3.1466 0.9271
C: -1.6144 -2.9223 -1.8920
C: 0.6139 4.3194 1.2703
C: 0.5479 5.0078 2.4811
C: -0.5259 4.8071 3.3516
C: -1.5534 3.9289 2.9928
C: -1.5031 3.2532 1.7740
H: 1.4489 4.4929 0.5917
H: 1.3454 5.7054 2.7419
H: -0.5630 5.3343 4.3065
H: -2.4008 3.7714 3.6615
H: -2.3196 2.5896 1.4865
C: 2.3614 2.8414 -1.2502
C: 3.4341 3.2441 -2.0498
C: 3.2135 4.0519 -3.1669
C: 1.9119 4.4468 -3.4965
C: 0.8271 4.0129 -2.7300
H: 2.5719 2.2613 -0.3369
H: 4.4454 2.9181 -1.7946
H: 4.0552 4.3781 -3.7806
H: 1.7385 5.0938 -4.3570
H: -0.1893 4.3031 -3.0026
C: -2.3625 4.3919 -1.2555
C: -3.4886 4.8530 -1.9430
C: -4.1382 4.0234 -2.8614
C: -3.6608 2.7261 -3.0861
C: -2.5422 2.2548 -2.3976
H: -1.8672 5.0469 -0.5362
H: -3.8534 5.8643 -1.7566
H: -5.0148 4.3863 -3.4007
H: -4.1647 2.0782 -3.8051
H: -2.1806 1.2383 -2.5742
C: -2.2806 -3.8924 0.9728
C: -2.6919 -4.4737 2.1766
C: -1.9323 -4.3107 3.3381
C: -0.7547 -3.5533 3.2989
C: -0.3377 -2.9729 2.1025
H: -2.8786 -4.0256 0.0700
H: -3.6124 -5.0586 2.1992
H: -2.2531 -4.7689 4.2748
H: -0.1558 -3.4176 4.2008
H: 0.5869 -2.3912 2.0729
C: 2.0439 -2.7749 -1.7761
C: 3.3261 -3.3208 -1.8238
C: 3.6296 -4.4823 -1.1088
C: 2.6465 -5.0993 -0.3292
C: 1.3808 -4.5163 -0.2126
H: 1.7795 -1.9461 -2.4609
H: 4.1000 -2.8274 -2.4174
H: 4.6334 -4.9078 -1.1594
H: 2.8613 -6.0279 0.2011
H: 0.6223 -4.9855 0.4169
C: -1.3613 -4.0697 -2.6595
C: -2.2707 -4.4663 -3.6429
C: -3.4252 -3.7127 -3.8777
C: -3.6710 -2.5573 -3.1250
C: -2.7725 -2.1585 -2.1346
H: -0.4545 -4.6510 -2.4860
H: -2.0717 -5.3669 -4.2254
H: -4.1326 -4.0236 -4.6482
H: -4.5699 -1.9664 -3.3063
H: -2.9642 -1.2571 -1.5473
H: 2.0240 0.2763 -2.4607
H: 1.1206 0.1526 -2.8088
O: 2.1658 1.8328 2.5924
C: 2.0402 0.6906 3.3170
C: 1.4378 0.7843 4.5734
C: 1.4587 -0.3229 5.4196
C: 2.0708 -1.5161 5.0193
C: 2.6238 -1.6235 3.7426
C: 2.5421 -0.5497 2.8555
C: 3.0083 -0.7213 1.4572
O: 3.9477 -1.4223 1.1537
O: 2.2690 -0.0206 0.5733
H: 2.5300 1.5826 1.7197
H: 0.9859 1.7337 4.8654
H: 1.0004 -0.2482 6.4058
H: 2.1187 -2.3710 5.6974
H: 3.1145 -2.5334 3.3944

Force components x, y, z for each atom (eV/Å):
-2.0 -0.8 7.3
0.5 2.4 -0.6
-3.2 -0.2 3.7
2.9 0.1 -2.9
0.5 -2.3 -0.9
0.2 0.0 0.6
-0.4 -0.5 -0.5
0.0 0.1 -0.1
0.0 -0.1 -0.3
-0.2 0.3 0.7
-0.2 0.3 -0.5
-0.2 -0.1 -0.1
-0.1 0.0 0.0
0.1 -0.1 -0.2
0.1 0.0 -0.1
0.2 -0.1 0.0
-0.2 0.0 0.3
-0.3 -0.2 -0.1
0.0 -0.1 -0.3
0.2 0.1 -0.2
0.1 0.2 0.1
-0.3 -0.5 -0.2
0.2 0.0 -0.1
-0.2 0.0 0.0
0.1 -0.1 0.2
0.1 -0.2 0.1
-0.1 0.3 -0.3
-0.3 0.2 0.0
-0.3 -0.1 0.2
0.1 -0.2 0.2
0.3 -0.1 0.0
0.0 -0.1 0.0
0.2 -0.2 0.0
0.3 -0.2 0.1
0.0 0.0 0.0
0.0 0.5 0.2
-0.1 -0.2 -0.2
0.1 -0.3 -0.1
0.3 -0.1 0.2
0.1 0.2 0.2
-0.1 0.2 0.0
0.2 0.2 -0.1
0.1 0.1 0.0
0.1 0.1 -0.3
0.0 0.0 -0.1
-0.2 0.0 0.0
0.1 0.0 0.3
0.3 0.2 0.0
0.1 0.1 -0.3
-0.2 0.0 -0.3
-0.2 -0.1 0.1
0.0 -0.1 0.8
0.2 0.1 -0.3
-0.2 0.1 0.1
-0.1 0.2 -0.3
0.2 0.3 0.0
0.1 -0.3 0.2
-0.3 -0.3 0.1
-0.3 0.2 0.0
0.0 0.3 -0.2
0.3 0.2 -0.1
-0.1 0.1 0.1
-0.1 0.2 0.1
0.2 0.1 0.2
0.0 -0.1 0.0
0.2 -0.3 -0.2
-0.3 0.1 -0.1
-0.1 0.3 0.2
0.2 0.1 0.2
0.2 -0.2 0.0
-0.1 -0.2 -0.1
-2.4 0.0 -4.2
4.4 0.8 -1.6
0.0 -0.2 -0.7
-0.1 -0.5 0.2
0.2 -0.2 -0.1
0.0 0.0 -0.2
0.2 -0.2 -0.1
-0.3 0.0 0.3
-0.1 0.7 0.4
1.3 -0.9 1.0
-1.1 0.6 -0.4
-0.7 0.2 -1.7
-0.3 0.3 0.7
0.2 -0.3 0.0
0.1 0.0 -0.3
0.0 0.3 -0.2
-0.2 0.2 0.2

***

No. 3
Computed, not measured: a 2-piece molecular cluster, C6H11N5O overall, with ωB97M-V with the def2-TZVPD basis set.

Computed properties:
- energy relative to the best compared isomer or geometry (same formula, charge and spin) (kcal/mol) = 25.4
- E_tot (a.u.) = -584.157332
- E_HOMO (eV) = -8.716
- gap between HOMO and LUMO (eV) = 8.6
- multiplicity = 1
- total charge = 0
- LUMO (eV) = -0.12

Geometry (Å):
N: 3.6157 -0.5445 2.8458
C: 3.0247 -0.2714 1.5658
C: 1.9066 0.6719 1.5497
N: 0.7990 0.0907 1.2472
N: 1.0529 -1.2495 0.9595
C: 2.3232 -1.4603 1.0676
H: 2.9269 -0.6530 3.5882
H: 4.2423 0.2024 3.1472
H: 3.7879 -0.0007 0.8471
H: 1.9237 1.6971 1.8936
H: 2.7556 -2.4383 0.8746
O: -2.3117 2.1989 -2.6337
C: -2.2447 1.1900 -1.9754
C: -2.0458 0.9742 -0.4814
C: -1.5504 -0.4458 -0.3645
N: -2.2238 -1.1016 -1.5240
N: -2.3194 -0.0588 -2.4916
H: -3.0422 1.0831 -0.0255
H: -1.3857 1.7202 -0.0295
H: -0.4691 -0.5678 -0.5277
H: -1.8419 -0.9575 0.5647
H: -3.1693 -1.3212 -1.2214
H: -2.1871 -0.2622 -3.4699

Force components x, y, z for each atom (eV/Å):
0.9 0.3 1.2
0.8 -0.1 -0.3
-1.6 0.2 0.3
0.3 1.8 0.6
1.4 -1.5 -0.5
-1.8 -0.8 -0.1
0.0 -0.1 -0.4
-0.2 -0.3 -0.2
0.5 0.2 -0.1
0.0 0.1 -0.2
-0.1 0.2 0.1
0.1 0.6 0.1
0.4 -0.4 0.0
-0.1 1.0 0.7
-0.1 -0.6 -0.8
0.1 -0.2 -0.1
-0.2 -0.8 0.2
0.2 0.0 0.1
-0.2 -0.1 -0.2
-0.7 0.3 0.1
0.3 0.2 -0.4
-0.1 0.0 -0.2
0.0 -0.1 0.2

***

No. 4
Computed, not measured: an isolated ion of composition C4H10NO and charge -1, with ωB97M-V with the def2-TZVPD basis set.

Computed properties:
- energy relative to the best compared isomer or geometry (same formula, charge and spin) (kcal/mol) = 41.0
- E_tot (a.u.) = -288.326373
- E_HOMO (eV) = -2.609
- gap between HOMO and LUMO (eV) = 7.2
- multiplicity = 1
- total charge = -1
- LUMO (eV) = 4.55

Geometry (Å):
C: 1.7366 0.1996 -0.8806
C: 1.1475 -0.1043 0.6828
N: -0.0011 0.7537 1.0230
C: -1.3009 -0.0798 0.9247
C: -1.5566 -0.5083 -0.6883
O: -1.0530 0.4127 -1.5212
H: 2.3299 -0.5915 -1.1271
H: 0.8628 0.3741 -1.5805
H: 2.1912 1.2285 -0.8768
H: 1.9989 0.1573 1.3564
H: 0.8356 -1.1094 0.8362
H: -0.1799 1.4590 0.3560
H: -1.2928 -0.7269 1.8002
H: -2.1757 0.6415 1.1261
H: -2.5871 -0.6221 -0.6220
H: -0.9552 -1.4842 -0.8090

Force components x, y, z for each atom (eV/Å):
-3.5 2.8 2.5
1.0 3.0 -2.2
-1.4 -2.2 1.3
0.2 2.9 -1.0
4.3 0.0 1.7
-1.2 0.3 0.2
2.1 -1.8 -1.0
0.5 -0.9 0.9
0.4 -1.2 0.3
-0.5 -0.4 -0.3
0.1 -1.0 -0.1
0.3 0.7 -1.2
0.0 -0.9 -0.3
1.2 -0.7 -0.1
-2.5 -0.8 -0.6
-1.1 0.2 0.1

***

No. 5
Computed, not measured: a 2-piece molecular cluster, C3H13N2 overall, with ωB97M-V with the def2-TZVPD basis set.

Computed properties:
- energy relative to the best compared isomer or geometry (same formula, charge and spin) (kcal/mol) = 35.3
- E_tot (a.u.) = -231.432857
- E_HOMO (spin up / spin down) (eV) = -2.755 / -10.768
- gap between HOMO and LUMO (spin up / spin down) (eV) = 3.6 / 11.4
- multiplicity = 2
- total charge = 0
- LUMO (spin up / spin down) (eV) = 0.88 / 0.66

Geometry (Å):
C: 1.3284 -0.6922 1.6697
N: 1.2013 0.6859 0.9580
H: 0.8905 -0.6406 2.6820
H: 2.4266 -0.7445 1.8024
H: 0.7521 -1.4516 1.2439
H: 0.6208 0.6640 -0.3072
H: 0.5722 1.2838 1.4945
H: 2.1362 1.1332 1.0597
C: -1.6491 -0.8046 -0.2930
C: -1.2896 0.3447 -1.1680
N: 0.2721 0.4066 -1.3189
H: -1.5935 -1.8031 -0.7119
H: -2.7656 -0.6669 -0.0497
H: -1.1325 -0.7616 0.6906
H: -1.6965 1.2194 -0.6987
H: -1.8695 0.2702 -2.0601
H: 0.4809 1.2059 -1.9768
H: 0.5256 -0.4434 -1.8949

Force components x, y, z for each atom (eV/Å):
1.0 3.3 1.5
0.9 -0.5 2.6
0.3 0.4 -0.2
-0.8 -1.2 -0.3
0.0 -1.3 -1.5
1.1 -1.0 -0.2
0.0 0.0 0.1
-0.9 -0.2 -0.4
-2.1 -0.2 1.8
1.3 -0.5 0.4
-3.7 0.8 -3.1
0.5 0.0 -0.2
1.4 -0.2 -0.2
-0.3 -0.2 -0.7
0.6 0.8 0.3
0.4 -0.1 -1.2
0.1 -0.2 0.4
0.4 0.3 0.9

***

No. 6
Computed, not measured: C38H28BHgN8O2 as an isolated structure, with ωB97M-V with the def2-TZVPD basis set.

Computed properties:
- E_tot (a.u.) = -2231.827390
- E_HOMO (spin up / spin down) (eV) = -0.267 / -0.927
- gap between HOMO and LUMO (spin up / spin down) (eV) = 4.8 / 5.4
- multiplicity = 2
- total charge = -2
- LUMO (spin up / spin down) (eV) = 4.57 / 4.52

Geometry (Å):
Hg: -1.0968 -2.1178 2.8636
C: 5.5050 -3.7036 1.1259
C: 4.8257 -4.6051 0.3509
C: 3.6394 -4.3691 -0.2305
C: 3.0537 -3.1041 -0.0789
C: 1.6872 -2.5521 -0.3952
N: 0.7386 -3.2998 -0.8687
C: -0.5383 -2.8171 -0.8843
C: -1.6182 -3.5890 -0.5914
C: -1.7089 -4.9929 -0.1380
C: -2.8946 -5.4974 0.2308
C: -4.0958 -4.6773 0.2264
C: -4.0313 -3.3603 -0.1490
C: -2.7962 -2.7926 -0.5926
C: -2.3625 -1.5379 -0.9622
N: -3.1964 -0.4241 -0.7875
C: -2.8289 0.6971 -0.2662
N: -1.6110 1.0247 0.2428
C: -1.6406 2.2175 0.8457
N: -0.7035 2.8475 1.5232
C: 0.5232 2.2444 1.8677
N: 1.1470 1.3468 1.0764
C: 2.2864 0.9501 1.8312
N: 3.2367 0.0415 1.4898
C: 2.8099 -0.9457 0.6828
N: 1.6297 -1.2940 0.1216
C: 3.7783 -2.1408 0.5747
C: 4.9679 -2.3980 1.2706
C: 2.2223 1.6072 3.1601
C: 3.1353 1.6071 4.2177
C: 2.8563 2.3702 5.3636
C: 1.6898 3.1462 5.3677
C: 0.8479 3.1105 4.3037
C: 1.0767 2.3691 3.1710
C: -3.1101 2.7074 0.8195
C: -3.7715 3.7569 1.3292
C: -5.1397 3.9808 1.0895
C: -5.8286 3.0706 0.3523
C: -5.1575 1.8848 -0.0994
C: -3.8215 1.7363 0.0851
N: -0.9579 -1.5113 -1.1763
H: 6.4543 -4.0810 1.6075
H: 5.3186 -5.5828 0.2380
H: 3.1466 -5.1886 -0.7157
H: -0.8438 -5.5799 -0.1401
H: -2.9674 -6.5510 0.5174
H: -5.1084 -5.0232 0.4712
H: -4.9839 -2.8747 -0.1999
H: 5.3423 -1.5935 1.9604
H: 4.0570 1.0578 4.1813
H: 3.5000 2.3337 6.1865
H: 1.5133 3.7421 6.2766
H: -0.0214 3.7675 4.4569
H: -3.1953 4.4078 1.9613
H: -5.7285 4.7870 1.5385
H: -6.9122 3.2521 0.2380
H: -5.7141 1.2475 -0.7427
C: -0.7160 2.4662 -4.0357
C: -0.1866 1.6420 -2.8948
C: 0.0800 2.5807 -1.7090
O: -1.1126 0.5936 -2.6040
B: -0.3595 -0.4278 -1.9623
O: 0.9772 -0.4104 -2.4404
C: 1.1420 0.7941 -3.1992
C: 2.4175 1.4148 -2.7045
C: 1.2216 0.3675 -4.7011
H: -1.6236 2.8818 -3.6555
H: -0.8810 1.9547 -4.9969
H: 0.0278 3.2402 -4.1789
H: -0.8027 3.1706 -1.4631
H: 0.9963 3.1915 -1.9060
H: 0.2820 2.0307 -0.7722
H: 2.4790 1.5355 -1.6028
H: 2.5649 2.3458 -3.2333
H: 3.1931 0.6485 -2.9750
H: 0.2453 -0.0502 -4.9683
H: 2.0562 -0.3242 -4.8270
H: 1.3947 1.2474 -5.3687

Force components x, y, z for each atom (eV/Å):
0.0 0.1 -0.2
1.1 1.6 1.1
2.1 -1.9 0.3
-2.2 0.7 -0.7
0.4 -1.4 -1.0
1.2 -0.1 0.9
0.9 0.3 0.0
1.0 0.5 -0.7
-0.8 -2.5 1.2
-0.3 2.4 -0.9
-1.2 -0.5 0.3
0.2 0.8 -0.3
0.0 -1.0 -0.2
0.5 0.0 -0.3
-0.8 2.4 0.8
0.0 -0.4 -0.8
0.1 -0.9 0.6
0.6 -0.1 -0.4
-0.7 -0.1 0.8
0.1 -0.2 0.7
-3.0 -0.7 -2.2
2.3 0.3 2.2
-1.7 0.9 -0.1
-1.9 -0.5 -0.9
1.2 -1.4 0.4
0.2 1.1 0.4
-0.5 1.2 0.9
0.1 -0.1 0.2
2.1 -1.3 -1.2
-0.4 0.5 1.0
-0.7 -0.7 -2.3
1.3 -0.4 1.5
-2.4 2.1 0.7
0.6 0.6 0.2
0.9 -1.4 -1.2
-0.1 1.8 1.1
0.2 0.2 0.7
-0.2 -1.4 -0.2
-1.5 1.5 -0.6
0.7 0.7 0.5
-1.7 -0.5 0.0
-1.1 0.9 -0.4
-0.5 0.2 0.0
-0.4 -0.1 -0.4
1.2 -0.8 0.0
0.0 0.3 0.0
0.7 -0.4 0.1
-0.1 0.8 0.0
-0.1 -1.0 -0.9
0.2 -0.4 -0.2
1.0 0.1 1.1
-0.3 -0.2 -0.6
0.1 -0.4 -0.8
0.1 0.5 0.2
0.7 0.0 -0.1
0.6 -0.5 -0.3
-0.3 -0.9 -0.2
0.6 -0.4 -0.4
1.4 -0.9 -0.1
0.4 -0.4 0.5
0.4 -0.8 1.4
0.9 0.3 -1.2
-1.9 0.0 0.8
-0.8 0.0 -0.4
1.0 -1.2 0.0
-0.1 1.2 0.5
-0.7 0.5 -0.1
0.0 0.0 0.5
0.0 0.5 -0.3
0.1 0.3 -0.3
-1.1 -0.1 0.0
0.1 0.0 -0.7
-0.4 0.0 -0.7
0.5 0.4 -0.1
-0.2 1.0 0.2
0.3 -0.3 -0.1
-0.3 -0.2 0.0
0.0 -0.5 0.5

***

Q: multiplicity of number 2 (C44H37LuO4P2)?
A: 1